A molecular structure, C22H41Cl3CrN3O5Si, computed with wB97M-V/def2-TZVPD.

Atoms and positions in Å:
1 C 4.9449 -0.5476 -2.2634
2 C 3.9665 0.6160 -2.2510
3 H 5.6824 -0.3726 -3.0554
4 H 4.4906 -1.5256 -2.4544
5 H 5.4500 -0.5937 -1.3093
6 C 4.2859 1.9405 -2.7401
7 C 5.2431 2.2648 -3.8129
8 H 4.0066 2.7708 -2.0528
9 H 5.0242 1.6606 -4.7008
10 H 6.3165 2.0994 -3.5537
11 H 5.1879 3.3135 -4.1587
12 Cr -1.4067 -0.7955 0.8854
13 Cl -0.2829 -2.1606 2.1540
14 Cl -1.4148 -2.2386 -1.0419
15 H -6.6528 -2.7982 3.7802
16 H -5.2105 -3.5612 5.3726
17 C -5.9563 -2.1257 3.2768
18 C -4.4709 -3.6799 4.5599
19 N -4.5839 -2.5936 3.5648
20 H -6.1604 -1.1060 3.6166
21 C -3.4461 -2.1283 2.9746
22 O -3.3838 -1.6388 1.7989
23 H -3.4507 -3.7388 4.9865
24 H -2.5536 -2.2241 3.6397
25 H -6.1470 -2.2025 2.1999
26 H -4.6987 -4.6515 4.0854
27 H -0.3515 -0.1677 -2.8199
28 H 0.0987 2.7478 -3.5349
29 C -1.3256 0.3235 -2.9857
30 C -0.9705 2.7716 -3.2216
31 N -1.3311 1.6333 -2.3696
32 H -2.0886 -0.2922 -2.5244
33 C -1.8269 1.7573 -1.1102
34 O -2.4085 0.8255 -0.5009
35 H -1.1609 3.7497 -2.7238
36 H -1.7083 2.7563 -0.6030
37 H -1.4909 0.3909 -4.0690
38 H -1.5384 2.7310 -4.1789
39 O 2.5537 0.1121 -2.1696
40 C 3.0863 0.6352 -0.9811
41 C 1.4972 2.6452 -0.8413
42 C 2.5134 1.8362 -0.2972
43 H 0.9881 2.3859 -1.7816
44 C 1.2055 3.8181 -0.1647
45 H 3.3907 -0.1342 -0.2360
46 C 3.1382 2.1286 0.9259
47 H 0.4806 4.4996 -0.6261
48 C 1.8746 4.1393 1.0213
49 C 2.8043 3.2670 1.5890
50 H 3.8877 1.4274 1.3093
51 H 1.6560 5.0928 1.4684
52 H 3.3048 3.4917 2.5241
53 Si 0.0897 -3.8072 -1.8607
54 Cl 0.3426 0.3845 0.4782
55 C -1.0409 -4.0778 -3.3096
56 C -0.3604 -4.7585 -0.3246
57 C 1.8968 -3.2463 -1.8119
58 H -1.4102 -3.1151 -3.7475
59 H -1.9571 -4.6627 -3.1000
60 H -0.5056 -4.5858 -4.1092
61 H 2.1226 -2.4939 -2.5909
62 H 2.6438 -4.0773 -1.9437
63 H 2.1272 -2.7616 -0.8400
64 H -0.0456 -4.2463 0.6139
65 H 0.1630 -5.7293 -0.4033
66 H -1.4497 -4.9696 -0.1904
67 N -1.5672 3.0964 4.6383
68 C -0.9499 2.6293 3.3472
69 C -1.4306 1.1513 3.3158
70 O -1.4903 0.6038 4.4463
71 O -1.8722 0.6667 2.1956
72 H -1.7494 2.1922 5.1410
73 H -2.4347 3.5904 4.4064
74 H -0.9946 3.7392 5.1613
75 H -1.3288 3.2028 2.4942
76 H 0.1430 2.7201 3.3943

Output
**HOMO energy**: -3.043 eV
**⟨S²⟩**: 3.800
**Relative energy (zero: lowest compared OMol25 entry of this formula, charge and spin)**: 0.0 kcal/mol
**Multiplicity**: 4
**HOMO-LUMO gap**: 2.2376 eV

2 unconnected molecules or ions with the total composition CH4NO2, computed with wB97M-V/def2-TZVPD.

Atoms and positions in Å:
1 O -0.5552 -2.0240 0.0557
2 H -0.1364 -2.1066 -0.8110
3 C 1.0096 0.8154 -0.4473
4 N -0.3121 1.2504 0.0708
5 O 1.9568 0.6091 0.2884
6 H -0.4808 -1.0507 0.1196
7 H -1.1383 0.7765 -0.2513
8 H -0.3436 1.7299 0.9751

Output
**HOMO energy**: -1.478 eV
**Relative energy (zero: lowest compared OMol25 entry of this formula, charge and spin)**: 54.2 kcal/mol
**HOMO-LUMO gap**: 6.3190 eV
**Charge**: -1

A molecular structure, C24H38As3LiN4S, computed with wB97M-V/def2-TZVPD.

Atoms and positions in Å:
1 Li 1.1569 -0.1539 0.1543
2 S 3.2094 -0.5924 1.1108
3 C 2.8154 -2.2509 0.7522
4 N 3.2660 -3.2415 1.4980
5 N 4.0392 -2.8941 2.4972
6 C 4.3308 -3.7071 3.5576
7 C 5.0329 -3.1862 4.6505
8 C 5.2891 -3.9869 5.7454
9 C 4.8670 -5.3096 5.7635
10 C 4.1780 -5.8297 4.6770
11 C 3.9069 -5.0392 3.5802
12 N 2.0591 -2.6463 -0.2790
13 N 1.3238 -1.7705 -0.8519
14 C 0.6311 -2.1732 -1.9659
15 C 0.9951 -3.2827 -2.7383
16 C 0.2521 -3.6159 -3.8508
17 C -0.8560 -2.8626 -4.2055
18 C -1.2038 -1.7482 -3.4558
19 C -0.4659 -1.3951 -2.3477
20 H 4.2852 -1.8900 2.5341
21 H 5.3575 -2.1543 4.6262
22 H 5.8234 -3.5791 6.5939
23 H 5.0763 -5.9371 6.6160
24 H 3.8479 -6.8593 4.6826
25 H 3.3646 -5.4160 2.7286
26 H 1.8701 -3.8477 -2.4525
27 H 0.5305 -4.4655 -4.4549
28 H -1.4505 -3.1429 -5.0619
29 H -2.0583 -1.1557 -3.7472
30 H -0.7194 -0.5272 -1.7463
31 C -1.6173 -0.4652 2.8810
32 As -1.3851 0.0592 1.0056
33 C -3.1939 -0.5095 0.4556
34 C -1.7053 1.9797 1.3503
35 C -1.6979 2.9896 0.1914
36 C -2.3368 4.2801 0.7223
37 C -0.2834 3.3445 -0.2717
38 As 0.8038 1.9858 -1.1996
39 C 2.4633 3.0194 -1.1426
40 C 0.3786 2.3994 -3.0726
41 C -2.5269 2.4557 -0.9732
42 As -2.7960 3.6699 -2.5316
43 C -3.5394 2.2463 -3.6798
44 C -4.5510 4.4307 -2.0362
45 H -1.6500 -1.5550 2.9455
46 H -2.5473 -0.0613 3.2892
47 H -0.7812 -0.1118 3.4860
48 H -3.9489 0.0842 0.9735
49 H -3.3318 -1.5566 0.7293
50 H -3.3454 -0.4226 -0.6188
51 H -0.9560 2.2739 2.0977
52 H -2.6825 2.0255 1.8489
53 H -1.8020 4.6279 1.6056
54 H -3.3794 4.1168 0.9943
55 H -2.2951 5.0601 -0.0409
56 H 0.3047 3.6609 0.5991
57 H -0.3486 4.1994 -0.9599
58 H 2.2993 4.0523 -1.4580
59 H 3.1896 2.5501 -1.8100
60 H 2.8793 3.0103 -0.1335
61 H 0.2569 3.4762 -3.2100
62 H -0.5329 1.8957 -3.3925
63 H 1.1961 2.0495 -3.7046
64 H -3.5205 2.1701 -0.6105
65 H -2.0378 1.5502 -1.3647
66 H -2.7510 1.5927 -4.0514
67 H -4.0415 2.6889 -4.5396
68 H -4.2614 1.6455 -3.1264
69 H -4.4379 5.2683 -1.3502
70 H -5.1929 3.6814 -1.5755
71 H -5.0488 4.8027 -2.9322

Output
**HOMO energy (alpha / beta)**: -6.678 / -6.678 eV
**HOMO-LUMO gap (alpha / beta)**: 6.1422 / 6.1428 eV

A molecular structure, C25H21Br2N5O4SSn, computed with wB97M-V/def2-TZVPD.

Atoms and positions in Å:
1 Sn 0.8980 -0.2726 -0.1584
2 N -1.5803 -3.7178 -0.8498
3 C -2.6992 -2.9306 -0.5891
4 C -4.0536 -3.2409 -0.6015
5 C -4.9155 -2.2193 -0.2665
6 C -4.4364 -0.9456 0.0834
7 C -3.0898 -0.6511 0.0963
8 C -2.2068 -1.6669 -0.2703
9 N -0.8015 -1.7095 -0.3551
10 C -0.4979 -2.9487 -0.6964
11 C 0.8886 -3.3538 -0.8922
12 C 1.4212 -4.5636 -1.1868
13 S 3.1164 -4.4297 -1.2807
14 C 3.0284 -2.7793 -0.9391
15 N 1.8050 -2.3353 -0.7482
16 H -1.5864 -4.6892 -1.1153
17 H -4.4122 -4.2310 -0.8486
18 H -5.9809 -2.4044 -0.2575
19 H -5.1446 -0.1761 0.3590
20 H -2.7538 0.3279 0.4033
21 H 0.9248 -5.5106 -1.3292
22 H 3.9015 -2.1545 -0.8737
23 C 5.8380 2.0404 -1.1532
24 O 4.9571 0.8873 -1.0934
25 C 3.7319 1.0001 -0.6714
26 O 3.0414 -0.0417 -0.6225
27 N 3.2743 2.1831 -0.2353
28 N 1.9614 2.2065 0.2359
29 H 6.7718 1.6586 -1.5459
30 H 5.9932 2.4407 -0.1524
31 H 5.4317 2.7852 -1.8365
32 H 3.8037 3.0367 -0.3209
33 H 1.4102 2.8687 -0.3004
34 H 1.9330 2.4503 1.2213
35 Br -5.2605 5.1551 -2.7129
36 C -3.8857 4.0592 -2.0774
37 C -3.5825 4.0645 -0.7190
38 C -2.5782 3.2429 -0.2483
39 C -1.8767 2.4236 -1.1368
40 C -2.1819 2.4340 -2.4998
41 C -3.1887 3.2525 -2.9713
42 C -0.8688 1.5197 -0.6093
43 O -0.6212 1.3329 0.6079
44 O -0.1270 0.8262 -1.4884
45 H -4.1331 4.7052 -0.0447
46 H -2.3322 3.2287 0.8056
47 H -1.6378 1.7954 -3.1822
48 H -3.4373 3.2716 -4.0229
49 Br 1.7246 -0.9709 6.4867
50 C 1.5391 -0.8320 4.6243
51 C 0.3226 -1.1350 4.0308
52 C 0.1820 -1.0184 2.6557
53 C 1.2636 -0.6200 1.8739
54 C 2.4779 -0.3141 2.4797
55 C 2.6187 -0.4243 3.8568
56 H -0.5117 -1.4520 4.6416
57 H -0.7824 -1.2387 2.2139
58 H 3.3413 -0.0208 1.8952
59 H 3.5637 -0.1987 4.3319

Output
**HOMO energy**: -13.609 eV
**Relative energy (zero: lowest compared OMol25 entry of this formula, charge and spin)**: 0.0 kcal/mol
**HOMO-LUMO gap**: 7.9798 eV
**Charge**: +2

C3H4N2OS in the gas phase, computed with wB97M-V/def2-TZVPD.

Atoms and positions in Å:
1 C 1.3061 -0.1756 0.2468
2 C 0.7283 -1.1230 -0.5886
3 C 0.7842 1.0652 0.6390
4 N -0.2692 1.6366 0.2934
5 N -2.2537 -0.0978 0.1819
6 O -0.1890 -0.7722 -1.4764
7 S -1.4335 0.4775 -0.8940
8 H 2.1407 -0.3961 0.7672
9 H 1.1347 -2.1378 -0.5851
10 H 1.3723 1.7175 1.2460
11 H -3.3209 -0.1944 0.1698

Output
**HOMO energy**: -9.061 eV
**Relative energy (zero: lowest compared OMol25 entry of this formula, charge and spin)**: 103.5 kcal/mol
**HOMO-LUMO gap**: 9.3030 eV

A molecular structure, C8H20ClMgNO3, computed with wB97M-V/def2-TZVPD.

Atoms and positions in Å:
1 Mg 0.0083 0.9285 1.0269
2 C -0.6545 -4.9615 1.1019
3 C -1.0594 -3.4949 1.0760
4 O -0.1446 -2.4640 1.3473
5 H 0.0986 -5.3203 0.4004
6 H -1.5244 -5.5640 0.8402
7 H -0.3414 -5.2011 2.1181
8 H -1.9458 -3.3563 1.6949
9 H -1.4838 -3.3553 0.0818
10 Cl -1.2426 3.2850 2.6691
11 C -3.2705 0.7116 -0.4190
12 O -1.8803 0.8461 -0.6402
13 C -1.6124 1.1814 -2.0084
14 C -0.1176 0.8555 -2.2432
15 N 0.6593 1.5704 -1.2249
16 C 2.1052 1.2734 -1.2760
17 C 2.7281 1.8038 0.0392
18 O 1.9633 1.1760 1.0358
19 C 2.5266 1.3668 2.3404
20 H -3.4551 0.4237 0.6160
21 H -3.7666 -0.0617 -1.0056
22 H -3.7937 1.6226 -0.7098
23 H -1.8391 2.2275 -2.2140
24 H -2.3070 0.6180 -2.6315
25 H 0.1831 1.0947 -3.2632
26 H -0.0305 -0.2276 -2.1566
27 H 0.7130 2.5507 -1.4621
28 H 2.5538 1.6458 -2.1969
29 H 2.3844 0.2286 -1.4120
30 H 2.5477 2.8775 0.0914
31 H 3.7997 1.6213 0.1199
32 H 2.6292 2.3352 2.8301
33 H 3.5557 1.0076 2.3513
34 H 2.0135 0.7552 3.0826

Output
**HOMO energy**: -6.255 eV
**Relative energy (zero: lowest compared OMol25 entry of this formula, charge and spin)**: 128.4 kcal/mol
**HOMO-LUMO gap**: 5.7825 eV

C4H3NOS in the gas phase, computed with wB97M-V/def2-TZVPD.

Atoms and positions in Å:
1 C 2.6241 -0.5930 -0.0080
2 C 1.7243 0.1993 -0.0374
3 C 0.6657 1.1526 -0.0478
4 N -0.6313 1.0093 0.0623
5 O -0.8899 -0.3512 0.0760
6 C -2.1706 -0.7060 -0.0836
7 S -3.5109 0.2131 -0.0104
8 H 3.3889 -1.3301 0.0313
9 H 0.9609 2.2079 -0.0353
10 H -2.1613 -1.8019 0.0529

Output
**SMILES string**: C#C/C=N\OC=S
**HOMO energy**: -8.902 eV
**Relative energy (zero: lowest compared OMol25 entry of this formula, charge and spin)**: 81.6 kcal/mol
**HOMO-LUMO gap**: 8.4337 eV

C4H4BrNOS in the gas phase, computed with wB97M-V/def2-TZVPD.

Atoms and positions in Å:
1 Br -3.4668 0.0999 -0.1291
2 C -1.6766 0.2653 -0.0450
3 N -0.8291 0.8900 -0.7699
4 C 0.5015 0.8051 -0.1733
5 C 1.4261 -0.4399 -0.6588
6 S 0.7943 -1.7981 0.2206
7 C -0.6671 -0.4305 0.9912
8 O 0.2516 0.5194 1.1775
9 H 0.9080 1.7853 -0.3745
10 H 1.4883 -0.5060 -1.8216
11 H 2.3844 -0.2791 -0.2459
12 H -1.1146 -0.9113 1.8289

Output
**SMILES string**: BrC1=N[C@@H]2CS[C@H]1O2
**HOMO energy**: -8.767 eV
**Relative energy (zero: lowest compared OMol25 entry of this formula, charge and spin)**: 48.3 kcal/mol
**HOMO-LUMO gap**: 9.0295 eV

Across the entries above, energy takes the values -112051.5253; -6686.1436; -225020.3415; -198646.0806; -19034.5584; -34217.3823; -18564.7129; -88625.5471 eV, respectively.
Across the entries above, max |F| takes the values 2.97; 2.35; 2.79; 1.98; 4.47; 2.40; 2.63; 5.91 eV Å⁻¹, respectively.